Molecular formula: C23H20BrF6N3O6S2Sn
Method: DFT, ωB97M-V/def2-TZVPD

Geometry as XYZ:
```
62
Properties=species:S:1:pos:R:3:lowdin_charge:R:1
Sn -0.187 -2.389 0.188 1.351
Br -0.023 -4.884 1.867 0.790
C -1.860 -5.328 1.624 -0.584
C -2.290 -6.468 2.237 -0.132
C -3.628 -6.876 2.085 -0.075
C -4.470 -6.126 1.320 -0.033
C -4.024 -4.945 0.681 -0.163
C -4.928 -4.203 -0.120 -0.028
C -4.514 -3.075 -0.753 -0.059
C -3.182 -2.633 -0.598 -0.154
C -2.247 -3.288 0.173 -0.297
C -2.681 -4.495 0.821 -0.229
H -1.604 -7.054 2.833 0.098
H -3.971 -7.779 2.570 0.107
H -5.503 -6.423 1.184 0.114
H -5.946 -4.562 -0.216 0.114
H -5.195 -2.503 -1.370 0.111
H -2.914 -1.724 -1.119 0.054
F -2.628 0.395 -3.345 0.144
C -1.533 -0.347 -3.482 -0.679
F -1.877 -1.634 -3.398 0.132
F -1.008 -0.124 -4.686 0.145
S -0.264 0.078 -2.210 0.575
O 0.684 -0.994 -2.300 -0.341
O 0.111 1.423 -2.477 -0.229
N -1.218 -0.103 -0.935 -0.358
S -1.160 0.622 0.465 0.589
O -0.701 -0.326 1.475 -0.411
O -0.683 1.963 0.494 -0.237
C -2.980 0.760 0.825 -0.668
F -3.147 1.709 1.745 0.144
F -3.466 -0.382 1.303 0.145
F -3.660 1.095 -0.267 0.147
C 3.665 4.686 1.063 0.006
N 3.490 3.259 1.142 -0.062
N 2.674 2.586 0.253 0.063
C 2.484 1.287 0.680 -0.398
O 1.821 0.451 0.038 -0.062
C 3.211 1.197 1.913 0.068
C 3.782 2.412 2.155 -0.265
C 4.598 2.853 3.321 -0.015
C 2.222 3.197 -0.953 -0.224
C 2.951 3.010 -2.118 -0.007
C 2.530 3.617 -3.290 -0.073
C 1.391 4.409 -3.286 -0.081
C 0.667 4.589 -2.117 -0.068
C 1.078 3.979 -0.943 -0.029
H 3.898 4.975 0.040 0.095
H 4.502 4.955 1.702 0.088
H 2.774 5.228 1.389 0.099
H 3.293 0.312 2.519 0.113
H 4.812 1.994 3.952 0.085
H 4.063 3.592 3.920 0.089
H 5.546 3.291 3.009 0.084
H 3.827 2.374 -2.098 0.125
H 3.086 3.468 -4.205 0.105
H 1.060 4.881 -4.202 0.104
H -0.234 5.188 -2.124 0.108
H 0.509 4.077 -0.031 0.111
O 2.970 -1.937 0.909 -0.139
H 3.524 -2.177 0.160 0.039
H 2.505 -1.133 0.588 -0.042
```

As for the largest force on an atom: 0.9 eV/A. As for the total charge: 0. As for the energy relative to the best compared isomer or geometry (same formula, charge and spin): 1.416 eV.

=====

Molecular formula: C23H20Cl2LaP
Method: DFT, ωB97M-V/def2-TZVPD

Geometry as XYZ:
```
47
Properties=species:S:1:pos:R:3:lowdin_charge:R:1
C -1.110 -1.608 4.196 -0.258
C -0.974 -1.977 2.824 -0.232
C 0.417 -2.092 2.528 -0.238
H -1.791 -2.232 2.143 0.094
C 1.148 -1.793 3.717 -0.255
C 0.206 -1.499 4.753 -0.274
H 0.448 -1.249 5.792 0.106
H -2.055 -1.470 4.729 0.106
H 0.842 -2.462 1.594 0.096
H 2.235 -1.837 3.824 0.105
La 0.016 0.629 3.159 1.206
Cl 2.320 1.773 3.160 -0.295
P 0.043 0.316 -0.214 1.022
C 1.292 -0.767 -0.936 -0.389
C 1.024 -1.561 -2.066 -0.090
H 0.025 -1.561 -2.503 0.104
C 2.044 -2.333 -2.625 -0.079
H 1.832 -2.929 -3.513 0.106
C 3.320 -2.334 -2.054 -0.079
H 4.117 -2.926 -2.507 0.105
C 3.578 -1.579 -0.903 -0.076
H 4.572 -1.597 -0.449 0.109
C 2.573 -0.802 -0.333 -0.091
H 2.764 -0.209 0.566 0.090
C -1.587 -0.176 -0.829 -0.366
C -2.004 -1.518 -0.692 -0.120
H -1.307 -2.268 -0.308 0.104
C -3.301 -1.878 -1.053 -0.081
H -3.618 -2.918 -0.947 0.107
C -4.189 -0.914 -1.546 -0.082
H -5.196 -1.205 -1.846 0.104
C -3.789 0.422 -1.650 -0.075
H -4.478 1.177 -2.027 0.107
C -2.503 0.801 -1.266 -0.072
H -2.195 1.847 -1.308 0.104
C 0.380 1.996 -0.810 -0.380
C 0.975 2.192 -2.067 -0.076
H 1.258 1.327 -2.668 0.106
C 1.185 3.489 -2.534 -0.077
H 1.609 3.635 -3.526 0.104
C 0.857 4.588 -1.730 -0.076
H 1.030 5.599 -2.098 0.105
C 0.310 4.391 -0.458 -0.073
H 0.076 5.250 0.178 0.113
C 0.049 3.106 0.004 -0.107
H -0.419 2.956 0.984 0.044
Cl -2.029 2.200 3.317 -0.305
```

As for the largest force on an atom: 1.8 eV/A. As for the total charge: 0.

=====

Molecular formula: C23H20ClN3O4
Method: DFT, ωB97M-V/def2-TZVPD

Geometry as XYZ:
```
51
Properties=species:S:1:pos:R:3:lowdin_charge:R:1
C 1.731 3.581 -3.808 -0.069
O 1.473 2.556 -2.877 -0.102
C 2.496 1.730 -2.506 -0.190
C 3.793 1.867 -2.984 -0.045
C 4.801 1.023 -2.545 -0.677
Cl 6.400 1.239 -3.165 0.675
C 4.544 0.027 -1.624 -0.105
C 3.250 -0.124 -1.162 0.006
C 2.215 0.701 -1.585 -0.186
O 1.001 0.453 -1.009 -0.022
C -0.191 0.785 -1.704 -0.089
C -1.302 0.009 -1.081 -0.209
C -2.219 0.338 -0.124 0.079
C -2.981 -0.848 0.030 -0.204
C -4.201 -1.017 0.868 -0.410
O -5.180 -0.326 0.657 0.083
N -4.145 -1.942 1.848 -0.106
C -5.357 -2.263 2.567 -0.029
C -2.981 -2.755 2.155 -0.099
C -1.659 -2.032 2.088 -0.174
C -0.620 -2.598 1.392 -0.027
C 0.627 -1.969 1.279 -0.058
C 0.836 -0.749 1.855 -0.032
C -0.195 -0.140 2.595 -0.145
C -0.030 1.122 3.210 -0.092
N -0.947 1.719 3.916 0.064
C -2.120 1.089 4.084 -0.134
C -2.416 -0.131 3.538 0.004
C -1.451 -0.790 2.745 -0.119
N -2.550 -1.774 -0.788 0.137
O -1.510 -1.256 -1.474 0.038
H 2.470 4.292 -3.427 0.100
H 2.068 3.178 -4.768 0.100
H 0.779 4.092 -3.945 0.098
H 4.039 2.638 -3.694 0.101
H 5.332 -0.623 -1.280 0.106
H 3.011 -0.898 -0.451 0.108
H -0.406 1.855 -1.617 0.138
H -0.107 0.510 -2.761 0.148
H -2.340 1.262 0.399 0.133
H -5.660 -3.292 2.360 0.098
H -5.214 -2.145 3.644 0.090
H -6.137 -1.582 2.230 0.089
H -3.123 -3.133 3.174 0.136
H -2.944 -3.618 1.478 0.132
H -0.772 -3.544 0.892 0.120
H 1.406 -2.457 0.714 0.105
H 1.778 -0.233 1.753 0.111
H 0.910 1.648 3.101 0.117
H -2.839 1.621 4.692 0.105
H -3.380 -0.575 3.718 0.102
```

As for the largest force on an atom: 1.3 eV/A. As for the total charge: 0. The SMILES is COc1cc(Cl)ccc1OCc1cc(C(=O)N(C)Cc2cccc3cnccc23)no1. As for the energy relative to the best compared isomer or geometry (same formula, charge and spin): 2.305 eV.

=====

Molecular formula: C23H20F2N
Method: DFT, ωB97M-V/def2-TZVPD

Geometry as XYZ:
```
46
Properties=species:S:1:pos:R:3:lowdin_charge:R:1
C 3.411 1.049 1.542 0.016
C 1.976 1.085 1.166 -0.136
N 1.318 2.195 1.427 0.208
C -0.064 2.063 1.352 -0.186
C -1.004 3.030 1.664 0.018
C -2.326 2.605 1.809 -0.007
C -2.661 1.243 1.685 -0.237
C -4.080 0.807 1.875 -0.041
C -1.667 0.293 1.360 0.053
C -0.365 0.721 1.129 -0.082
C 0.942 -0.039 0.920 -0.113
C 1.024 -0.808 -0.393 -0.167
C 1.050 0.067 -1.655 -0.154
C 2.217 0.809 -1.845 -0.042
C 2.385 1.711 -2.901 0.019
C 1.390 1.753 -3.880 -0.242
F 1.577 2.531 -4.997 0.051
C 0.275 0.936 -3.809 0.020
C 0.102 0.109 -2.685 0.000
C 0.124 -2.068 -0.338 -0.169
C 0.559 -3.032 0.582 -0.037
C -0.152 -4.214 0.821 0.021
C -1.290 -4.452 0.051 -0.249
F -1.936 -5.651 0.187 0.054
C -1.717 -3.568 -0.923 0.015
C -1.025 -2.356 -1.091 -0.018
H 3.778 0.026 1.690 0.106
H 4.025 1.551 0.772 0.107
H 3.568 1.623 2.478 0.113
H 1.788 3.043 1.706 0.193
H -0.681 4.059 1.793 0.123
H -3.103 3.328 2.055 0.128
H -4.134 -0.284 1.909 0.082
H -4.517 1.204 2.797 0.092
H -4.715 1.153 1.052 0.096
H -1.928 -0.779 1.338 0.134
H 1.069 -0.704 1.801 0.181
H 2.051 -1.247 -0.370 0.154
H 3.044 0.670 -1.149 0.104
H 3.268 2.336 -2.974 0.123
H -0.464 0.927 -4.615 0.132
H -0.781 -0.510 -2.660 0.078
H 1.481 -2.838 1.132 0.119
H 0.195 -4.920 1.561 0.123
H -2.575 -3.800 -1.557 0.130
H -1.433 -1.656 -1.814 0.086
```

As for the largest force on an atom: 1.9 eV/A. As for the total charge: +1. The SMILES is CC1=[NH+]c2ccc(C)cc2[C@H]1C(c1ccc(F)cc1)c1ccc(F)cc1. As for the energy relative to the best compared isomer or geometry (same formula, charge and spin): 0.000 eV.

=====

Number 1: E_tot -5688.021305 Eh, E_HOMO -8.13 eV. Number 2: E_tot -2181.926482 Eh, E_HOMO -8.56 eV. Number 3: E_tot -1813.821875 Eh, E_HOMO -8.50 eV. Number 4: E_tot -1142.691661 Eh, E_HOMO -11.96 eV.